A cluster of 14 separate species, C77H142F12N17O28S12 in total in a non-equilibrium geometry, computed with the ωB97M-V functional and the def2-TZVPD basis.

XYZ file:
```
288
Properties=species:S:1:pos:R:3:mulliken_charge:R:1
H 25.847 28.918 13.309 0.39
H 16.079 29.616 16.943 0.12
N 16.148 15.307 24.639 -0.36
H 13.796 28.262 12.970 0.21
C 15.924 24.027 14.848 1.54
H 8.616 20.641 27.140 0.34
C 24.287 30.945 12.200 -1.18
H 24.548 19.038 20.246 0.32
H 22.714 31.696 14.037 0.42
C 21.769 17.227 17.715 0.58
H 15.659 25.043 15.140 -0.96
S 20.072 20.941 24.248 0.68
H 16.928 23.839 15.227 0.15
H 14.476 22.463 23.285 0.52
H 24.175 15.122 16.587 0.54
F 17.203 18.352 15.874 -0.39
C 22.154 30.998 13.414 -1.17
O 20.248 13.052 21.216 -0.63
F 15.197 27.654 15.964 -0.27
H 12.572 26.804 23.078 0.39
H 20.348 23.180 20.669 0.23
O 12.948 26.914 15.998 -0.59
F 24.098 12.202 19.385 -0.30
H 17.522 20.442 17.743 0.53
H 12.861 21.384 26.382 0.68
C 18.504 24.432 17.750 -0.04
N 18.309 18.667 20.463 1.34
H 14.529 17.208 21.247 -0.46
H 9.350 22.473 25.786 0.64
H 15.088 22.027 14.849 0.32
N 23.730 17.506 18.952 0.20
N 13.465 16.520 19.413 0.58
C 14.667 24.279 12.629 -0.91
C 19.073 13.607 13.071 -1.03
H 18.678 15.796 17.808 -0.21
C 13.341 21.237 25.414 -0.65
H 18.229 19.248 22.431 0.85
H 12.674 30.101 24.086 0.39
C 24.363 16.547 18.157 -0.25
H 21.880 30.300 10.821 0.33
C 12.982 18.478 20.618 0.15
O 13.930 33.343 18.435 -0.25
H 13.943 15.405 17.690 0.43
H 20.263 17.257 15.495 -0.03
H 11.837 22.787 21.721 0.56
C 17.718 20.232 18.784 -1.20
H 12.198 29.794 22.330 0.37
O 21.828 11.661 19.157 -0.59
H 17.617 22.702 13.298 0.27
O 19.834 21.309 14.347 -0.57
O 11.517 27.161 18.413 -0.57
H 20.871 17.772 17.463 -0.24
C 13.205 19.855 24.828 -1.24
H 17.406 33.094 19.205 0.50
H 12.634 24.537 24.651 0.37
H 22.798 28.246 9.461 0.40
H 18.256 32.003 21.112 0.55
N 19.174 19.396 16.130 0.18
O 14.579 26.634 12.232 -0.32
C 19.654 15.547 14.289 -0.62
H 19.283 24.822 17.112 -0.12
H 19.292 17.334 21.811 0.36
C 17.620 21.278 19.690 0.22
H 23.569 17.986 21.043 0.34
C 16.738 22.869 12.676 -1.11
H 18.365 31.777 18.600 0.51
H 22.595 13.701 15.959 0.43
H 17.795 26.736 16.700 0.18
S 20.295 20.303 15.260 0.94
O 23.048 26.932 16.953 -0.63
H 17.738 30.438 20.621 -0.19
C 13.730 27.783 11.994 -0.71
H 12.324 18.122 21.411 0.40
C 20.696 24.117 21.104 -0.68
H 14.053 28.451 11.196 0.27
H 19.511 13.880 12.111 0.36
H 9.596 21.293 28.384 0.33
N 13.699 28.551 23.107 0.21
H 15.079 30.518 19.733 0.25
H 13.898 23.349 15.116 0.50
C 12.181 17.206 18.816 -0.50
H 12.284 17.289 17.734 0.35
H 16.588 27.095 17.971 -0.68
H 11.095 18.767 19.339 0.37
N 20.405 21.551 22.743 0.08
H 18.301 29.942 14.142 0.37
C 17.226 26.305 22.232 1.30
H 20.957 12.500 14.448 0.51
H 20.277 31.159 14.390 0.42
H 18.178 18.097 18.483 0.28
H 10.962 23.273 24.101 0.52
H 16.060 25.743 19.481 0.50
O 18.429 18.808 13.840 -0.69
H 18.033 13.874 13.255 0.37
H 14.715 25.359 22.482 0.26
C 14.865 29.229 22.874 -0.77
O 22.304 29.222 18.291 -0.55
C 22.384 29.443 11.268 0.10
H 19.277 22.462 17.870 0.61
H 15.780 32.516 14.837 0.41
H 11.264 16.633 18.956 0.47
H 22.030 18.636 19.378 0.82
H 25.056 30.434 11.620 0.38
H 16.657 16.300 16.768 -0.16
H 14.855 24.041 11.582 0.59
C 23.280 28.888 10.199 -1.27
S 12.906 27.357 18.940 0.52
C 21.500 15.527 15.883 1.29
F 14.268 14.876 25.712 -0.33
S 21.478 20.499 22.481 0.70
C 14.387 16.226 18.253 -1.61
F 21.516 25.124 16.980 -0.28
N 16.302 31.447 18.168 0.85
H 10.716 22.854 26.676 0.37
C 18.929 17.371 20.784 -1.04
H 18.239 16.610 20.421 0.24
S 22.637 12.772 19.513 0.97
H 13.324 23.424 21.113 0.54
C 13.566 27.205 22.943 -0.30
O 20.147 29.403 13.311 -0.31
C 17.420 32.010 19.090 -0.68
C 19.336 26.094 21.094 -0.81
H 18.296 27.284 18.395 -0.52
H 25.103 17.288 20.321 0.30
H 16.114 14.678 16.736 0.69
C 15.357 32.183 15.785 -1.28
H 18.803 16.023 13.825 0.64
H 18.263 28.559 13.049 0.35
H 18.641 14.498 16.817 0.23
H 14.919 18.112 19.765 -0.12
C 18.051 19.580 21.419 -1.06
C 11.184 22.326 24.593 -0.45
H 16.043 22.029 12.698 0.53
H 12.646 24.221 22.513 -0.20
C 16.056 28.479 22.699 -0.68
S 21.603 26.697 16.928 0.72
H 16.713 29.307 18.566 0.41
F 21.656 13.996 22.780 -0.35
S 16.674 16.098 23.270 1.17
N 13.918 28.131 18.110 0.48
H 20.078 26.522 20.436 0.77
C 16.724 30.006 17.730 -0.95
F 18.573 21.633 24.288 -0.26
C 14.181 32.450 19.492 -1.29
H 19.053 24.558 12.740 0.51
C 14.919 23.010 15.290 -1.81
H 12.481 15.518 21.080 0.51
N 16.055 24.130 13.311 0.35
C 24.271 17.984 20.209 -0.83
C 12.492 29.376 23.293 -0.98
O 21.013 19.243 21.907 -0.39
C 18.205 26.826 21.421 -0.69
N 19.506 24.840 21.526 0.47
H 13.254 19.496 20.896 -0.05
H 23.745 31.655 11.576 0.51
H 12.839 23.682 26.265 0.53
C 12.772 23.249 22.036 -1.23
O 16.243 15.558 21.958 -0.51
H 17.689 21.666 21.803 0.28
C 10.384 22.151 25.912 -1.17
H 18.727 24.665 14.421 -0.09
H 17.394 32.377 16.528 0.81
C 12.165 18.563 19.354 -0.81
C 17.569 22.687 19.119 1.38
O 16.806 17.576 23.377 -0.41
O 19.699 19.538 24.406 -0.46
H 18.913 28.399 14.732 0.06
C 18.063 18.950 19.135 -0.03
C 17.460 31.491 20.571 -0.61
H 18.903 23.303 22.799 0.87
H 14.120 23.381 12.918 0.55
H 24.718 31.423 13.080 0.39
C 14.917 31.199 18.898 -0.14
H 13.861 14.651 20.511 0.41
H 11.675 28.763 23.671 0.34
C 16.643 23.609 19.635 -1.41
S 14.781 15.728 24.460 0.93
N 12.710 22.349 24.612 -0.03
F 12.586 28.502 20.086 -0.31
C 20.925 30.327 14.113 -0.03
C 18.631 24.281 22.430 -0.91
H 16.300 16.278 19.389 -0.44
O 21.398 15.203 20.821 -0.28
H 9.681 19.580 28.010 0.29
C 21.739 14.240 15.581 -0.42
C 13.400 22.334 23.167 0.06
N 22.810 13.086 21.193 -0.47
H 13.228 32.035 19.821 0.63
N 19.890 14.193 14.112 0.23
H 14.166 23.761 25.088 0.39
C 14.131 17.587 20.305 0.26
N 20.852 26.965 18.208 0.13
C 13.009 15.239 20.168 -1.20
H 16.542 31.569 21.154 0.09
H 16.916 25.829 12.171 0.63
C 22.412 17.834 18.764 -1.51
O 21.491 19.607 14.897 -0.62
C 16.000 27.072 22.574 0.52
C 18.515 25.158 13.473 -1.02
H 15.690 14.721 19.155 0.56
H 23.882 29.620 9.660 0.35
C 9.617 20.574 27.565 -0.84
O 22.763 13.903 18.602 -0.26
H 14.418 30.551 18.178 0.31
C 17.425 24.956 22.645 -1.30
O 22.718 20.501 23.304 -0.60
O 13.415 26.255 19.769 -0.36
H 14.713 32.916 20.322 0.44
C 16.387 32.415 16.945 -0.65
H 12.698 34.983 17.997 0.27
H 14.379 17.099 17.601 0.48
H 12.256 19.653 24.331 0.24
H 25.026 27.505 13.976 0.41
H 19.039 26.114 13.449 0.14
O 14.431 17.035 25.033 -0.59
C 17.595 26.729 17.771 0.44
H 17.973 14.235 18.491 0.57
H 14.410 21.446 25.432 0.63
H 19.094 12.518 13.112 0.38
H 15.013 23.046 16.375 0.21
O 14.772 25.750 17.368 -0.22
C 16.621 15.397 17.379 -0.33
C 13.084 23.712 25.204 -1.07
C 18.829 29.034 13.850 -0.56
O 10.511 20.870 26.507 -0.24
C 24.949 28.305 13.239 -1.38
H 21.176 29.863 15.067 0.06
F 20.757 21.272 16.481 -0.27
C 13.931 25.643 12.912 -0.45
O 17.288 20.636 15.186 -0.12
F 20.483 28.762 19.642 -0.43
C 22.310 16.293 16.880 0.83
C 16.719 24.930 19.214 -0.68
H 12.376 14.665 19.492 0.33
H 13.292 21.316 22.793 -0.01
H 16.301 33.402 17.400 0.50
H 16.683 24.583 23.336 1.24
H 17.720 30.051 17.289 0.05
F 21.891 21.210 21.106 -0.33
H 12.687 27.508 11.836 0.33
H 23.960 28.154 10.632 0.24
O 20.878 27.013 15.666 -0.33
O 19.971 29.370 17.311 -0.31
C 20.436 16.213 15.279 -0.20
O 13.890 15.266 23.381 -0.55
H 21.768 31.745 12.721 0.52
C 17.736 20.897 21.046 -0.47
C 23.620 29.027 13.573 -0.14
H 22.774 28.354 13.713 0.13
H 13.970 19.659 24.077 0.28
C 18.496 23.152 18.151 -0.68
H 25.302 16.140 18.502 0.41
H 12.043 33.740 19.116 0.33
H 15.818 23.300 20.260 0.47
C 14.715 26.421 22.680 -0.37
H 15.035 31.158 15.602 0.25
H 19.849 17.263 20.209 -0.07
S 14.038 26.958 16.955 0.40
H 13.329 34.846 19.613 0.34
H 21.189 24.658 20.297 0.16
O 20.725 21.623 25.384 -0.56
F 18.219 15.629 23.389 -0.25
N 23.086 30.063 12.563 0.32
S 21.468 13.818 21.222 1.01
H 12.593 19.285 18.658 0.29
C 17.004 25.373 13.157 -0.22
H 25.015 27.890 12.234 0.27
H 14.835 30.308 22.841 0.55
C 20.881 13.533 14.756 -0.75
H 21.705 28.677 11.642 0.15
C 23.680 15.971 17.035 -0.80
S 18.146 19.458 15.130 0.42
H 18.063 27.721 20.834 0.26
H 16.887 23.274 11.674 0.48
C 18.062 14.913 17.642 -0.79
H 13.803 25.877 13.969 0.07
N 17.604 25.319 18.236 2.10
H 14.525 32.872 15.926 0.30
H 16.600 26.219 13.712 0.21
C 15.792 15.675 18.637 0.71
C 12.939 34.262 18.779 -0.80
H 21.297 23.863 21.978 0.44
H 23.739 29.538 14.529 0.40
H 12.948 25.407 12.503 0.69
H 10.874 21.472 23.991 0.39
H 13.409 19.095 25.583 0.56
S 20.998 28.617 18.073 0.65
H 17.020 28.959 22.620 0.92
```

Output
HOMO-LUMO gap (eV): 3.41
DFT total energy (a.u.): -12031.04287
Energy relative to the best compared isomer or geometry (same formula, charge and spin) (kcal/mol): 338.12
Total charge: +5